Record 1
This record from the Open Molecules 2025 dataset describes an isolated molecule of C7H14. The level of theory is ωB97M-V/def2-TZVPD.

ORCA input file:
```
! wB97M-V def2-TZVPD RIJCOSX def2/J DEFGRID3
* xyz 0 1
C -0.91545 -1.19341 -1.03163
C 0.55673 -0.91609 -0.72277
C 1.37198 -0.85588 -2.02057
C 0.73436 0.36685 0.10138
C -0.07687 0.38642 1.37983
C -0.26237 1.66259 2.14893
C -1.42354 1.05411 1.41433
H -1.36661 -0.32222 -1.52525
H -1.02193 -2.05093 -1.70576
H -1.49247 -1.39616 -0.12375
H 0.94047 -1.74793 -0.11278
H 1.62376 -1.85875 -2.38249
H 0.80478 -0.35411 -2.81482
H 2.31003 -0.30592 -1.88549
H 1.80140 0.48485 0.33908
H 0.45817 1.23625 -0.51572
H 0.01983 -0.51638 1.98420
H -0.26157 1.61280 3.23437
H 0.18050 2.56917 1.74327
H -1.75808 1.54684 0.50412
H -2.22312 0.59792 1.99153
*
```

Calculated values
Energy (hartree): -275.086023
SMILES: CC(C)CC1CC1


Record 2
This record from the Open Molecules 2025 dataset describes a structure of composition C5H10O. The level of theory is ωB97M-V/def2-TZVPD.

ORCA input file:
```
! wB97M-V def2-TZVPD RIJCOSX def2/J DEFGRID3
* xyz 0 1
O 2.00641 1.19873 0.39495
C 2.31646 -0.05696 0.01508
C 0.42261 -0.97448 -0.55696
C -0.56455 -0.29145 0.32514
C -1.99570 -0.11733 -0.13165
C -1.09296 1.07409 -0.03960
H 1.62188 1.22143 1.28407
H 2.34628 -0.77466 0.84374
H 1.66383 -0.47165 -0.88798
H 0.61372 -2.02022 -0.30413
H 0.14665 -0.89112 -1.61819
H -0.44069 -0.48747 1.39044
H -2.26023 -0.48789 -1.11910
H -2.77912 -0.22943 0.61198
H -0.72894 1.51610 -0.96332
H -1.27567 1.79231 0.75553
*
```

Calculated values
Energy (hartree): -271.570006


Record 3
This record from the Open Molecules 2025 dataset describes a structure of composition C13H7Cl8IN2O2SiTi in a non-equilibrium geometry. The level of theory is ωB97M-V/def2-TZVPD.

ORCA input file:
```
! wB97M-V def2-TZVPD RIJCOSX def2/J DEFGRID3
* xyz 0 1
Ti -0.31190 -0.69117 0.32560
O -0.14229 2.28383 1.02545
N -0.85005 2.08464 2.09119
N -1.58542 1.08114 2.19096
O -1.74388 0.14160 1.28018
C -2.32341 0.86411 3.43958
C -3.22690 -0.17981 3.46823
C -3.92067 -0.39806 4.65145
C -3.70243 0.41138 5.75472
C -2.78043 1.44859 5.68992
C -2.07229 1.68695 4.52376
H -3.37669 -0.81576 2.60882
H -4.62845 -1.21420 4.69845
H -4.24607 0.22931 6.67206
H -2.60169 2.07487 6.55349
H -1.34482 2.48205 4.46772
Cl -2.79507 -0.49324 -1.68834
C -1.32892 -0.98091 -2.49513
C -0.17582 -0.99040 -1.73780
C 0.99380 -1.38462 -2.36073
Cl 2.45787 -1.37428 -1.41988
C 1.01959 -1.78850 -3.69169
Cl 2.49465 -2.26812 -4.42774
C -0.17246 -1.80319 -4.41756
Cl -0.17211 -2.31555 -6.05521
C -1.36744 -1.40065 -3.81821
Cl -2.84235 -1.41440 -4.69282
I 1.43789 -0.96536 2.24798
C -0.15417 1.39389 -0.19831
H 0.74028 1.75028 -0.70203
H -1.04820 1.68793 -0.74700
Cl -1.06636 -4.48331 -0.89964
Si -1.43321 -3.13030 0.62764
Cl -0.92301 -4.12690 2.37419
Cl -3.52845 -3.03053 0.76668
*
```

Calculated values
Energy (hartree): -5877.821143


LUMO, record by record: 1.241 0.900 -1.506 eV
Energy above the lowest of the compared OMol25 structures with the same formula, charge and spin, record by record: 19.0 114.6 77.3 kcal per mole
Orbital gap, record by record: 11.33 8.52 7.10 eV